{"formula": "C27H72BN10O21", "method": "ωB97M-V with the def2-TZVPD basis set", "charge": -1, "multiplicity": 1, "gap_ha": 0.31032, "energy_ha": -3224.7619, "lumo_ev": 1.5, "elements": ["O", "O", "H", "H", "C", "H", "H", "H", "N", "H", "O", "C", "H", "C", "N", "H", "C", "H", "H", "C", "N", "H", "C", "H", "N", "O", "O", "H", "O", "C", "C", "H", "N", "C", "H", "C", "C", "H", "H", "H", "H", "H", "H", "H", "C", "H", "H", "H", "O", "O", "C", "H", "H", "C", "C", "H", "H", "C", "H", "O", "H", "N", "C", "N", "H", "H", "H", "C", "H", "H", "H", "H", "C", "C", "O", "H", "H", "H", "H", "C", "O", "O", "H", "H", "O", "O", "H", "H", "H", "H", "H", "H", "O", "H", "H", "H", "C", "H", "H", "C", "C", "N", "H", "H", "C", "H", "C", "O", "H", "O", "H", "H", "H", "H", "H", "O", "H", "O", "H", "O", "H", "C", "B", "H", "N", "H", "H", "O", "H", "N", "H"], "coordinates": [[-23.514, 21.669, -7.595], [-19.838, 25.257, -4.288], [-21.102, 22.086, -6.633], [-19.173, 23.189, -1.799], [-18.581, 20.687, -9.446], [-18.646, 15.669, -11.952], [-10.844, 17.401, -5.973], [-17.491, 20.068, 1.403], [-11.168, 17.339, -5.019], [-21.007, 20.979, -7.951], [-14.121, 22.486, -6.548], [-17.188, 14.071, -9.207], [-20.911, 16.586, -4.616], [-13.020, 14.756, -7.431], [-12.665, 19.730, -7.743], [-20.633, 18.429, -0.828], [-10.590, 18.149, -4.165], [-14.080, 13.683, -8.572], [-18.061, 24.621, -2.255], [-22.781, 20.877, -6.682], [-13.693, 14.606, -8.432], [-15.847, 24.665, -8.350], [-17.393, 21.072, 0.991], [-16.279, 13.472, -9.154], [-9.345, 18.225, -4.409], [-18.916, 22.442, -5.402], [-16.922, 18.527, -6.728], [-19.502, 14.978, -10.609], [-18.173, 19.030, -4.581], [-16.436, 21.151, -0.270], [-14.981, 18.500, -5.548], [-19.483, 19.786, -12.237], [-12.820, 13.647, -6.746], [-20.330, 16.089, -6.420], [-17.517, 26.241, -9.345], [-17.867, 19.982, -10.653], [-17.400, 14.515, -10.612], [-18.321, 23.281, -3.250], [-22.934, 20.161, -4.694], [-17.949, 20.705, -8.559], [-18.166, 24.629, -9.650], [-22.864, 21.667, -8.301], [-19.341, 17.268, -5.232], [-12.417, 13.734, -5.824], [-21.363, 23.586, -3.183], [-16.516, 14.993, -11.032], [-16.173, 25.402, -5.827], [-18.351, 12.922, -11.423], [-15.119, 20.884, 0.217], [-11.976, 19.815, -9.834], [-17.916, 25.346, -8.867], [-11.764, 17.535, -9.592], [-22.235, 24.202, -3.400], [-23.406, 20.939, -5.294], [-20.126, 24.572, -3.120], [-16.936, 21.730, 1.730], [-15.005, 22.346, -6.209], [-12.325, 19.219, -8.871], [-16.845, 19.102, -0.831], [-17.505, 13.371, -11.484], [-17.123, 15.006, -8.651], [-22.480, 16.918, -0.972], [-18.368, 21.314, -5.245], [-20.204, 16.750, -5.318], [-22.106, 17.293, -0.112], [-17.657, 25.936, -6.233], [-19.559, 18.610, -10.875], [-18.548, 15.421, -10.896], [-19.334, 24.545, -4.689], [-13.868, 23.345, -6.210], [-14.986, 21.578, 0.868], [-14.623, 17.470, -9.658], [-16.678, 25.820, -6.698], [-15.781, 17.876, -6.743], [-12.483, 15.781, -7.126], [-17.675, 20.170, -1.845], [-18.408, 16.346, -10.337], [-12.145, 17.140, -4.858], [-18.386, 18.390, -12.135], [-18.845, 23.920, -2.539], [-17.150, 23.561, -7.562], [-11.053, 18.579, -3.139], [-12.817, 20.718, -7.593], [-20.244, 18.428, -2.472], [-17.269, 20.902, -5.847], [-19.921, 20.242, -3.636], [-17.710, 23.721, -6.799], [-19.292, 15.521, -7.897], [-12.799, 19.050, -7.009], [-16.800, 19.281, -9.229], [-13.073, 12.736, -7.102], [-8.724, 18.708, -3.775], [-21.247, 15.303, -6.614], [-12.522, 17.337, -8.048], [-18.548, 16.735, -6.958], [-23.220, 21.947, -4.924], [-16.733, 20.077, -1.304], [-16.176, 26.743, -6.988], [-21.125, 22.903, -3.999], [-18.909, 19.154, -11.560], [-16.821, 24.851, -7.896], [-12.221, 17.950, -8.792], [-22.993, 19.877, -7.061], [-17.994, 13.502, -8.744], [-21.298, 21.048, -6.903], [-16.233, 22.154, -0.644], [-18.920, 20.131, -4.344], [-14.887, 17.380, -10.573], [-13.733, 15.316, -9.149], [-17.184, 18.956, -10.047], [-18.405, 21.448, 0.844], [-24.496, 20.933, -5.315], [-23.205, 16.216, -1.003], [-18.819, 25.750, -8.409], [-20.640, 20.379, -6.348], [-15.374, 16.988, -7.550], [-8.987, 17.815, -5.260], [-15.750, 19.242, -4.796], [-15.616, 17.992, -10.674], [-13.802, 18.113, -5.288], [-19.454, 20.071, -9.230], [-21.727, 17.169, -2.007], [-17.038, 19.422, -5.483], [-18.916, 21.707, -9.640], [-20.794, 18.012, -1.734], [-20.402, 25.382, -2.446], [-15.817, 20.006, -1.891], [-21.978, 16.704, -3.153], [-21.619, 23.034, -2.278], [-19.408, 16.313, -7.281], [-17.263, 20.557, -11.355]], "lowdin_charge": [-0.043, -0.035, 0.086, 0.072, -0.021, 0.084, 0.094, 0.074, 0.161, 0.063, -0.034, -0.051, 0.063, -0.834, 0.205, 0.117, -0.822, 0.120, 0.078, -0.508, 0.226, 0.135, -0.045, 0.065, 0.151, 0.058, 0.180, 0.087, 0.180, -0.454, -0.296, 0.068, 0.173, -0.811, 0.068, -0.419, -0.496, 0.050, 0.083, 0.066, 0.072, 0.070, 0.085, 0.118, -0.036, 0.133, 0.071, 0.078, -0.071, 0.050, -0.048, 0.127, 0.070, -0.027, -0.492, 0.062, 0.015, -0.867, 0.084, -0.072, 0.065, 0.160, -0.312, 0.196, 0.105, 0.069, 0.067, -0.059, 0.044, 0.034, 0.074, -0.022, -0.038, -0.305, 0.036, 0.065, 0.067, 0.071, 0.063, -0.046, -0.051, 0.040, 0.098, 0.086, 0.200, 0.110, 0.054, 0.092, 0.076, 0.080, 0.105, 0.120, 0.014, 0.047, 0.089, 0.062, -0.037, 0.081, 0.047, -0.038, -0.506, 0.170, 0.127, 0.087, -0.031, 0.131, -0.333, -0.057, 0.132, -0.084, 0.062, 0.079, 0.123, 0.076, 0.078, 0.090, 0.111, 0.248, -0.003, 0.074, 0.064, -0.718, -0.739, 0.076, 0.187, 0.122, 0.088, -0.010, 0.074, 0.188, 0.131]}